Record 1
# C44H36BN4O7P2W

C44H36BN4O7P2W as an isolated structure (wB97M-V/def2-TZVPD, OMol25).

Results
energy above the lowest of the compared OMol25 structures with the same formula, charge and spin: 31.5 kJ/mol
Kohn-Sham gap (spin up / spin down): 6.3 / 6.3 eV
molar mass: 989.39 g mol⁻¹
charge: -1
maximum force: 0.011 Eh/bohr
E_LUMO (spin up / spin down): 1.87 / 1.85 eV

Positions of all 95 atoms, in Å:
1 B -2.22 -4.38 3.49
2 H 4.09 1.80 1.57
3 C 4.80 -5.42 3.98
4 O -0.35 -2.12 -2.98
5 H -5.86 5.88 -2.25
6 C -2.30 2.39 1.07
7 O 0.63 -2.60 -0.92
8 H -3.64 -4.33 -1.70
9 H 4.61 -6.24 4.67
10 C 2.88 -2.97 1.94
11 C -5.26 -1.36 -1.69
12 C -5.49 3.77 -2.36
13 C -2.18 -0.19 3.47
14 O 0.63 -0.08 2.23
15 H -1.70 2.15 1.95
16 C 5.30 -3.34 2.21
17 C -5.14 5.09 -2.12
18 C 3.65 1.25 0.75
19 C -3.25 3.04 -1.78
20 C -4.55 2.76 -2.20
21 H 0.16 2.24 0.28
22 C -2.79 -0.12 4.71
23 C 6.36 -4.02 2.78
24 N -0.79 -2.69 1.90
25 H 5.73 2.24 -0.04
26 C 3.75 -4.74 3.41
27 N 1.85 -0.10 0.01
28 C 0.14 -3.35 -3.52
29 H -1.55 -5.38 3.68
30 C 3.57 0.47 -1.52
31 H 1.26 4.01 -4.20
32 C 7.21 -5.78 4.25
33 H -4.58 0.41 -0.70
34 C -3.24 -1.24 -0.38
35 O -0.36 -0.68 -1.23
36 H -0.85 2.80 -3.84
37 H 7.38 -3.75 2.54
38 P -2.10 -0.30 0.69
39 C 3.98 -3.68 2.52
40 C 1.88 3.86 -2.15
41 H -4.97 -0.24 1.54
42 C -1.39 -3.42 2.57
43 O 2.15 -1.00 -3.41
44 H -0.58 -3.64 -4.29
45 C 1.56 3.36 -0.90
46 O 2.11 1.30 3.20
47 C -2.98 -2.57 -0.68
48 H -6.50 3.52 -2.68
49 H -1.11 -0.22 3.40
50 H -4.83 1.73 -2.42
51 H 2.23 3.51 -0.06
52 H -3.32 2.60 1.41
53 H -4.64 -0.04 5.79
54 H -5.68 -3.26 -2.60
55 H -1.89 3.30 0.64
56 C -4.17 -0.08 4.82
57 H 5.48 -2.52 1.53
58 C 2.38 -0.16 -1.23
59 N 8.09 -6.35 4.72
60 C 1.72 0.63 2.27
61 C -0.51 2.47 -1.75
62 C -2.91 4.37 -1.57
63 H 0.19 -4.12 -2.75
64 O 5.38 1.80 -0.83
65 H -2.17 -0.11 5.60
66 C -4.39 -0.64 -0.90
67 H -2.42 -3.77 4.52
68 H -6.15 -0.88 -2.09
69 H -2.08 -3.05 -0.31
70 N -2.27 1.30 0.09
71 C -5.00 -2.69 -1.98
72 H 3.98 0.41 -2.52
73 H 1.12 -3.21 -3.97
74 H 2.72 -5.00 3.64
75 C 6.11 -5.07 3.66
76 C -3.86 -3.29 -1.47
77 H -6.03 -0.09 3.75
78 C -4.95 -0.11 3.67
79 C -3.84 5.39 -1.73
80 C 1.68 -0.96 -2.31
81 H -3.25 -4.62 2.90
82 C -4.35 -0.18 2.42
83 P -2.12 1.59 -1.60
84 C 1.92 -2.39 1.46
85 C -2.96 -0.22 2.31
86 H -1.89 4.63 -1.28
87 H -3.55 6.42 -1.56
88 C 0.36 -1.65 -1.89
89 H 2.81 4.40 -2.30
90 C -0.18 2.96 -3.01
91 C 4.22 1.19 -0.52
92 C 0.38 2.65 -0.70
93 C 1.01 3.64 -3.21
94 W 0.25 -1.37 0.62
95 C 2.46 0.59 0.97



Record 2
# C44H37AlF3N8O14S

C44H37AlF3N8O14S as an isolated structure in a non-equilibrium geometry (wB97M-V/def2-TZVPD, OMol25).

Results
energy above the lowest of the compared OMol25 structures with the same formula, charge and spin: 361.8 kJ/mol
Kohn-Sham gap: 6.1 eV
molar mass: 1017.87 g mol⁻¹
charge: -1
maximum force: 0.212 Eh/bohr
E_LUMO: 0.14 eV

Positions of all 108 atoms, in Å:
1 C -6.41 6.05 -6.71
2 O 5.52 4.78 4.50
3 C -8.04 4.77 -7.96
4 C 0.65 4.48 3.63
5 H -3.65 3.96 -3.48
6 H 2.18 -3.23 8.46
7 C 3.54 -0.22 0.97
8 H 3.17 -0.64 -2.88
9 C 0.30 -3.04 11.30
10 H 1.13 -10.27 4.38
11 C -1.10 -3.31 9.35
12 F -1.49 0.52 4.02
13 H 3.65 -0.10 2.05
14 C -2.12 2.58 -2.88
15 O -3.77 5.26 -5.57
16 H -0.46 1.25 -2.54
17 C 2.69 3.73 2.56
18 H 0.66 1.78 -4.69
19 N 5.87 0.73 -4.03
20 C -0.28 2.26 -4.43
21 H 5.66 -0.14 0.59
22 H 6.57 -2.49 -7.28
23 N 0.79 -0.60 -1.57
24 N 0.28 -7.86 5.31
25 H 0.89 5.62 5.44
26 C -0.97 -3.16 10.74
27 O -0.19 -0.53 -0.81
28 H -0.79 -6.57 3.17
29 H -2.87 -0.67 0.18
30 H 1.39 -0.32 1.07
31 N -10.30 4.36 -7.01
32 N -2.71 4.72 -5.91
33 H -7.02 6.75 -4.77
34 H -1.84 -3.14 11.39
35 O -3.42 -3.35 9.52
36 C 1.40 5.10 4.64
37 O 5.43 3.66 2.62
38 C -0.91 1.97 -3.22
39 H -0.90 -7.41 0.85
40 C 1.43 -3.06 10.48
41 C 2.79 5.03 4.62
42 C -8.95 4.93 -6.90
43 C -0.80 -2.92 2.74
44 C 2.13 -0.49 -0.97
45 C 1.30 3.80 2.59
46 H -6.06 5.22 -8.67
47 H 3.18 3.20 1.74
48 O -10.58 3.73 -8.04
49 C 0.04 -9.30 1.31
50 S -1.03 -3.52 4.35
51 H -9.28 5.77 -4.92
52 H 3.36 5.52 5.41
53 H 0.99 -11.08 2.05
54 N 4.90 4.26 3.56
55 C 4.53 -0.39 -1.23
56 N -0.75 -2.15 1.57
57 H -0.36 3.39 -6.26
58 N -2.44 -3.42 8.76
59 C 6.26 -1.04 -5.72
60 H 0.42 -2.92 12.37
61 C 0.68 -9.64 3.62
62 C -2.08 3.78 -4.98
63 H -0.06 -3.46 7.45
64 C -1.55 0.80 2.54
65 H -3.32 -1.62 2.63
66 O -0.18 -6.74 5.55
67 C 3.43 4.35 3.58
68 H -2.60 2.34 -1.94
69 O -11.09 4.56 -6.07
70 O 5.40 1.85 -3.79
71 Al -2.28 -0.92 1.62
72 C -8.59 5.64 -5.75
73 C -7.31 6.20 -5.66
74 C -0.39 -7.56 2.94
75 H 5.57 -1.07 -9.05
76 C 3.26 -0.52 -1.80
77 F -0.14 1.11 2.11
78 C 0.61 -10.10 2.30
79 C -2.71 3.49 -3.76
80 O 6.41 0.00 -3.19
81 C 5.19 1.03 -6.39
82 O 0.83 -8.59 6.15
83 H -8.31 4.22 -8.86
84 O -2.14 4.93 -6.99
85 C -0.86 3.17 -5.32
86 H -0.43 4.52 3.66
87 O -2.52 -3.56 7.53
88 C 1.30 -3.21 9.10
89 H 4.79 2.02 -6.17
90 C 5.62 -0.71 -8.02
91 H 6.71 -1.68 -4.95
92 C 6.19 -1.51 -7.03
93 C 4.66 -0.24 0.15
94 C 5.12 0.56 -7.71
95 H 0.71 3.32 1.81
96 H 4.68 1.18 -8.49
97 F -2.39 2.00 2.22
98 C 0.19 -8.36 3.93
99 C -6.77 5.33 -7.86
100 H -5.42 6.49 -6.64
101 H 2.42 -2.96 10.92
102 C -0.46 -8.03 1.63
103 C 2.26 -0.34 0.41
104 H 5.41 -0.41 -1.86
105 C 0.03 -3.34 8.53
106 C 5.77 0.23 -5.40
107 H -0.01 -9.66 0.28
108 O 0.72 -0.74 -2.80



Record 3
# C44H37BrN6P2Pd

C44H37BrN6P2Pd as an isolated structure (wB97M-V/def2-TZVPD, OMol25).

Results
energy above the lowest of the compared OMol25 structures with the same formula, charge and spin: 26.2 kJ/mol
Kohn-Sham gap (spin up / spin down): 6.1 / 5.0 eV
spin multiplicity: 5
molar mass: 898.09 g mol⁻¹
charge: +4
maximum force: 0.011 Eh/bohr
E_LUMO (spin up / spin down): -11.12 / -13.19 eV

Positions of all 91 atoms, in Å:
1 N 3.66 1.13 -3.22
2 H 0.00 -5.81 5.19
3 H -1.89 4.55 1.28
4 H 8.80 3.50 -1.02
5 H -3.82 1.03 -4.17
6 C -0.80 -4.01 -0.15
7 C -1.94 0.68 -3.22
8 C -0.91 -2.55 5.21
9 C -2.84 2.86 -3.59
10 C -2.30 -1.98 1.01
11 H -5.25 -0.45 4.57
12 C -3.28 2.30 4.27
13 Br 0.84 3.11 -1.70
14 C -1.67 1.26 0.47
15 N 2.51 0.50 -3.29
16 N 5.05 1.48 0.55
17 C -0.37 -2.69 -0.25
18 C 1.17 -0.95 -4.56
19 H -1.38 -3.75 -4.64
20 H 3.31 0.56 1.15
21 H -4.23 4.16 0.58
22 C -1.98 -4.31 0.51
23 H -1.19 2.29 3.85
24 C -2.08 1.69 3.97
25 H -0.21 -4.81 -0.59
26 P -0.46 -0.47 3.57
27 H -3.33 3.38 4.38
28 C 3.86 0.94 0.30
29 H 1.34 -1.15 -6.69
30 N 0.61 -1.36 -3.38
31 C 0.46 -4.40 3.64
32 C -0.11 -4.79 4.85
33 H -0.36 -2.99 -6.79
34 H -3.30 0.09 -0.33
35 C 7.35 3.00 -2.54
36 C -0.28 -2.34 -3.46
37 H -1.99 -0.40 -3.28
38 C 4.09 1.31 -1.94
39 H -3.13 -1.56 4.02
40 N -0.84 1.20 -2.65
41 C -3.90 2.10 0.09
42 C -0.77 2.51 -2.55
43 H -2.89 -1.20 1.49
44 H 0.99 -5.13 3.04
45 C 0.85 -1.51 -5.79
46 H 0.77 1.04 2.21
47 C -3.17 -0.48 4.08
48 H -5.35 2.01 4.75
49 N 3.34 0.85 -0.91
50 C 7.83 3.06 -1.21
51 C 0.35 -3.10 3.20
52 C -2.98 1.05 0.04
53 C 5.85 2.01 -0.44
54 H -2.31 -5.34 0.58
55 H 0.78 -2.82 2.25
56 C -1.28 2.53 0.90
57 H -1.40 -1.83 5.85
58 C -4.37 0.14 4.39
59 C -1.12 -1.67 0.33
60 H -0.26 2.73 1.22
61 H 0.56 -2.47 -0.76
62 H -1.20 -4.16 6.59
63 C 0.42 0.02 2.03
64 C -2.95 1.48 -3.71
65 H -1.58 4.47 -2.88
66 H -3.65 -3.53 1.61
67 C -0.78 -3.86 5.64
68 C 7.09 2.57 -0.15
69 C -0.09 -2.53 -5.85
70 C -2.20 3.57 0.94
71 C -3.51 3.35 0.54
72 H 1.31 -0.62 2.00
73 C -1.71 3.41 -2.99
74 P -0.40 -0.02 0.36
75 H 5.76 2.39 -3.83
76 C -2.03 0.29 3.85
77 H 7.47 2.61 0.86
78 Pd 1.01 0.36 -1.63
79 C -4.42 1.53 4.49
80 H 7.96 3.40 -3.33
81 C 5.35 1.93 -1.76
82 H -3.62 3.51 -3.97
83 H -4.92 1.92 -0.22
84 H 5.39 1.50 1.51
85 C -0.36 -2.17 3.97
86 H 2.83 0.28 -5.33
87 H -0.72 -2.67 -2.53
88 C -2.73 -3.30 1.09
89 C 2.22 0.01 -4.47
90 C -0.66 -2.95 -4.66
91 C 6.13 2.45 -2.82



Record 4
# C44H37I2N3P2Pt

C44H37I2N3P2Pt as an isolated structure in a non-equilibrium geometry (wB97M-V/def2-TZVPD, OMol25).

Results
Kohn-Sham gap (spin up / spin down): 6.3 / 2.4 eV
spin multiplicity: 3
molar mass: 1118.63 g mol⁻¹
charge: +2
maximum force: 0.068 Eh/bohr
E_LUMO (spin up / spin down): -6.27 / -9.27 eV

Positions of all 89 atoms, in Å:
1 C 2.47 3.40 1.34
2 H 0.75 0.78 4.24
3 C 4.38 -1.44 2.33
4 H 3.93 1.55 0.65
5 H -0.22 -2.77 0.19
6 C 2.57 5.34 -0.04
7 C 3.72 0.57 1.16
8 H -4.25 -3.84 2.78
9 C 2.34 0.22 1.38
10 H -2.60 1.68 -1.48
11 H -3.12 -1.92 5.66
12 C -3.44 -0.23 -1.01
13 H 2.75 -2.79 2.88
14 H -4.86 2.63 -2.08
15 I -1.29 -1.44 -3.32
16 H -0.69 2.59 1.72
17 P -1.92 -0.52 0.00
18 H 2.29 -0.42 -7.17
19 H 0.60 3.12 -1.51
20 C 4.71 -0.23 1.63
21 C 3.08 -0.90 -3.89
22 H 1.44 5.39 -1.90
23 C -0.17 0.28 4.54
24 H -1.27 -1.64 7.16
25 C 1.62 4.86 -0.92
26 C -4.50 -1.09 -1.16
27 C -1.04 -2.95 0.91
28 C 2.05 -0.95 2.04
29 C 3.27 -0.74 -5.31
30 C 3.86 -1.84 -3.18
31 H 0.62 -0.08 6.46
32 H 3.78 -3.11 -1.38
33 N 0.47 1.70 -3.45
34 H 5.79 -0.02 1.48
35 C 3.05 -1.84 2.48
36 H 4.23 -1.09 -5.74
37 C -0.20 -0.31 5.78
38 H -2.16 -5.11 3.21
39 H 2.95 6.38 -0.12
40 H 5.20 -2.13 2.58
41 H 1.81 -2.05 -0.57
42 H -3.26 -0.86 3.44
43 C -3.55 1.08 -1.46
44 C -4.79 1.55 -1.86
45 C -0.23 1.68 2.11
46 C -3.32 -3.59 2.27
47 C -5.74 -0.64 -1.59
48 C -0.45 2.30 -4.17
49 H 2.65 2.80 2.27
50 C 1.17 0.70 -4.08
51 H -2.43 1.61 0.99
52 C 0.19 1.30 -6.23
53 C -2.12 -2.12 0.84
54 H 0.24 1.97 3.06
55 C -5.92 0.72 -1.93
56 H -1.50 2.55 -5.99
57 C -1.26 0.05 3.63
58 C -3.35 -2.55 1.35
59 H -3.34 0.34 1.93
60 C 3.36 -2.30 -1.97
61 H -1.09 2.95 -3.62
62 C -0.95 -3.94 1.85
63 H -0.06 -4.47 2.11
64 N -1.24 0.70 2.43
65 C -2.32 0.62 1.48
66 C 2.24 -0.24 -6.09
67 C -2.34 -1.28 5.33
68 H -4.40 -2.11 -0.86
69 H 1.02 -1.22 2.09
70 C 1.16 3.60 -0.71
71 C -0.67 2.03 -5.51
72 C 1.60 2.84 0.39
73 C 1.98 -0.23 -3.25
74 H 4.88 -2.10 -3.48
75 H -6.55 -1.30 -1.46
76 H 0.23 1.27 -7.29
77 I 2.27 -5.06 0.42
78 C -2.42 -0.66 4.09
79 C 3.01 4.62 1.08
80 H 3.80 5.03 1.68
81 H -6.88 1.20 -2.24
82 C -2.15 -4.30 2.50
83 C 1.17 0.49 -5.53
84 H -4.24 -1.95 1.22
85 C 2.28 -1.66 -1.41
86 Pt -0.05 0.08 -1.06
87 P 0.97 1.18 0.66
88 N 1.63 -0.56 -1.98
89 C -1.22 -1.14 6.17